1.
C46H130N10O14 | the ωB97M-V functional and the def2-TZVPD basis

Results
ΔE to the lowest compared entry with this formula, charge and spin   355.5 kJ/mol
Frontier orbital gap   8.6 eV
E_HOMO   -8.60 eV

The geometry in ORCA input format:
```
! wB97M-V def2-TZVPD RIJCOSX def2/J DEFGRID3
* xyz 0 1
C -0.65 -1.71 1.25
C 0.01 -0.69 0.29
C -0.69 0.71 0.20
O 1.30 -0.33 0.84
H -0.26 -2.72 1.14
H -1.71 -1.89 1.07
H -0.48 -1.42 2.28
H 0.16 -1.09 -0.71
H 0.09 1.37 -0.19
H -1.13 1.14 1.10
H -1.46 0.68 -0.57
H 1.66 -1.11 1.27
C 6.63 -0.17 1.53
C 7.66 -1.23 1.08
C 7.38 -1.72 -0.39
O 8.84 -0.45 0.93
H 6.79 0.22 2.53
H 5.64 -0.63 1.49
H 6.53 0.72 0.91
H 7.80 -2.06 1.78
H 7.14 -0.80 -0.93
H 6.56 -2.42 -0.52
H 8.30 -2.17 -0.76
H 8.92 0.01 1.77
O -1.06 2.01 4.50
H -0.41 2.03 3.79
H -1.03 1.12 4.83
O -3.35 -3.83 0.77
H -3.70 -4.48 0.16
H -4.09 -3.27 0.99
C -0.39 6.02 -1.50
C -1.51 7.10 -1.41
C -2.94 6.52 -1.72
O -3.23 6.09 -3.11
C -3.21 7.10 -4.09
N -1.41 7.82 -0.13
H -0.66 5.14 -0.92
H 0.52 6.45 -1.07
H -0.12 5.75 -2.53
H -1.22 7.79 -2.20
H -3.75 7.17 -1.41
H -3.25 5.64 -1.15
H -2.32 7.72 -4.13
H -4.08 7.75 -4.03
H -3.27 6.61 -5.06
H -1.93 8.69 -0.08
H -0.48 8.22 -0.11
C -3.89 2.49 -2.67
C -3.03 2.35 -3.95
C -3.69 2.92 -5.18
O -4.75 2.16 -5.81
C -5.51 2.84 -6.78
N -1.78 3.08 -3.71
H -4.63 1.70 -2.73
H -4.38 3.46 -2.67
H -3.41 2.18 -1.74
H -2.66 1.35 -4.12
H -2.83 2.99 -5.84
H -3.90 3.98 -5.05
H -6.34 2.15 -6.92
H -5.04 2.93 -7.76
H -5.79 3.77 -6.28
H -2.11 3.98 -3.41
H -1.27 2.78 -2.89
C 3.01 1.86 -1.37
C 2.31 2.91 -2.11
C 3.23 4.09 -2.32
O 3.78 4.54 -1.11
C 3.64 5.84 -0.73
N 1.83 2.42 -3.35
H 2.40 0.98 -1.16
H 3.20 2.28 -0.38
H 3.99 1.55 -1.74
H 1.41 3.15 -1.54
H 2.77 4.88 -2.92
H 4.00 3.74 -3.01
H 3.10 5.95 0.21
H 3.14 6.50 -1.44
H 4.60 6.35 -0.65
H 2.70 2.04 -3.71
H 1.22 1.63 -3.22
C -1.70 4.85 2.36
C -0.72 5.85 2.92
C 0.76 5.75 2.18
O 1.82 6.50 2.80
C 1.61 7.92 2.70
N -1.35 7.15 2.74
H -1.41 3.80 2.43
H -1.93 4.97 1.30
H -2.69 4.96 2.80
H -0.71 5.62 3.99
H 0.69 6.11 1.15
H 1.09 4.71 2.19
H 2.65 8.24 2.76
H 1.09 8.31 3.57
H 1.15 8.33 1.80
H -1.36 7.15 1.73
H -2.33 7.05 2.96
C 0.21 -2.68 6.49
C 1.63 -2.37 6.77
C 2.38 -1.58 5.62
O 1.85 -0.18 5.62
C 2.42 0.77 4.69
N 1.58 -1.72 8.09
H -0.38 -3.07 7.32
H 0.17 -3.59 5.88
H -0.30 -1.87 5.95
H 2.15 -3.32 6.89
H 2.35 -2.00 4.62
H 3.44 -1.53 5.88
H 1.63 0.88 3.95
H 3.34 0.35 4.30
H 2.59 1.65 5.32
H 0.80 -1.09 8.19
H 2.43 -1.27 8.40
C 2.44 -5.89 0.68
C 3.02 -4.55 1.06
C 3.53 -4.58 2.52
O 4.17 -3.33 2.87
C 4.81 -3.55 4.09
N 4.03 -4.14 0.10
H 1.76 -6.24 1.45
H 3.25 -6.62 0.64
H 1.85 -5.97 -0.23
H 2.34 -3.69 1.01
H 4.33 -5.32 2.48
H 2.80 -4.94 3.25
H 5.69 -4.19 4.09
H 4.20 -3.89 4.92
H 5.18 -2.56 4.37
H 4.53 -3.40 0.56
H 4.73 -4.79 -0.24
C -4.58 2.12 1.66
C -6.16 1.81 1.52
C -6.48 0.48 0.68
O -6.04 -0.70 1.45
C -6.46 -1.90 0.82
N -6.93 1.69 2.75
H -4.12 2.44 0.73
H -4.14 1.24 2.13
H -4.46 2.95 2.36
H -6.53 2.70 1.00
H -5.96 0.53 -0.28
H -7.57 0.49 0.60
H -5.77 -2.04 -0.01
H -7.49 -2.09 0.52
H -6.30 -2.74 1.50
H -7.00 0.71 2.96
H -6.36 2.13 3.47
C 2.36 -4.74 -4.01
C 1.76 -4.86 -5.41
C 0.28 -5.35 -5.48
O -0.26 -5.22 -6.83
C -1.67 -5.46 -6.85
N 1.86 -3.51 -5.84
H 1.74 -4.11 -3.37
H 3.32 -4.22 -4.02
H 2.52 -5.62 -3.39
H 2.46 -5.44 -6.02
H -0.35 -4.79 -4.79
H 0.22 -6.39 -5.17
H -1.95 -5.53 -7.90
H -2.19 -4.67 -6.31
H -1.93 -6.47 -6.54
H 1.17 -3.52 -6.57
H 2.76 -3.43 -6.30
C 0.71 -0.41 -6.60
C 0.55 -0.27 -5.07
C -0.73 -0.89 -4.61
O -1.02 -0.57 -3.25
C -2.35 -0.98 -2.89
N 1.65 -0.98 -4.37
H -0.07 0.11 -7.16
H 0.92 -1.42 -6.96
H 1.65 0.10 -6.83
H 0.67 0.81 -4.96
H -0.73 -1.98 -4.60
H -1.54 -0.59 -5.28
H -3.14 -0.33 -3.28
H -2.47 -0.76 -1.83
H -2.59 -1.99 -3.20
H 1.59 -1.88 -4.83
H 1.24 -1.21 -3.48
C -0.51 -8.51 6.55
C -0.24 -7.43 5.62
C -1.15 -7.34 4.47
O -0.79 -6.33 3.60
C -1.35 -6.19 2.26
N -0.49 -6.16 6.27
H -1.48 -8.31 7.00
H 0.27 -8.62 7.30
H -0.79 -9.46 6.08
H 0.82 -7.42 5.37
H -2.23 -7.36 4.62
H -0.97 -8.30 3.98
H -0.94 -5.25 1.89
H -2.42 -6.00 2.20
H -0.96 -6.95 1.59
H -0.36 -5.57 5.47
H -1.49 -6.21 6.18
*
```

Löwdin population analysis, charges in e, atoms 1 to 5: atom 1 (C): -0.04, atom 2 (C): -0.41, atom 3 (C): -0.02, atom 4 (O): -0.08, atom 5 (H): 0.06

=====

2.
C46H27Cl4N4O2Yb | the ωB97M-V functional and the def2-TZVPD basis

Results
ΔE to the lowest compared entry with this formula, charge and spin   314.1 kJ/mol
Frontier orbital gap (alpha / beta)   4.7 / 5.5 eV
E_HOMO (alpha / beta)   -5.93 / -6.95 eV
<S²>   0.989

The geometry in ORCA input format:
```
! wB97M-V def2-TZVPD RIJCOSX def2/J DEFGRID3
* xyz 0 2
Yb 0.19 0.41 -0.30
Cl 2.18 -0.68 -9.02
C 2.03 -0.67 -7.36
C 0.90 -0.08 -6.76
C 0.68 -0.18 -5.39
C 1.68 -0.76 -4.57
C 2.87 -1.24 -5.17
C 3.02 -1.21 -6.55
C 1.57 -0.88 -3.11
C 2.59 -0.25 -2.29
C 3.86 0.37 -2.67
C 4.35 1.03 -1.57
C 3.35 0.93 -0.49
C 3.32 1.52 0.81
C 4.58 2.15 1.33
C 5.19 1.63 2.50
C 6.41 2.13 2.93
C 6.97 3.24 2.29
Cl 8.33 3.97 2.95
C 6.36 3.80 1.16
C 5.19 3.22 0.66
C 2.18 1.70 1.71
N 0.97 0.98 1.76
C 0.08 1.64 2.58
C -1.31 1.34 2.75
C -1.90 1.92 4.01
C -1.64 1.27 5.22
C -2.12 1.79 6.43
C -2.88 2.96 6.43
Cl -3.55 3.56 7.84
C -3.11 3.63 5.23
C -2.63 3.12 4.02
C -2.16 0.45 2.02
C -3.07 -0.44 2.63
C -3.36 -1.48 1.76
C -2.69 -1.26 0.53
N -2.23 0.16 0.55
C -2.47 -2.27 -0.43
C -1.48 -2.24 -1.49
C -1.54 -2.88 -2.79
C -0.46 -2.44 -3.52
C 0.36 -1.60 -2.65
N -0.27 -1.56 -1.42
C -3.24 -3.54 -0.30
C -4.24 -3.89 -1.22
C -5.01 -5.05 -1.04
C -4.67 -5.95 -0.02
Cl -5.56 -7.35 0.20
C -3.60 -5.66 0.86
C -2.94 -4.44 0.74
C 0.78 2.76 3.20
C 2.06 2.76 2.70
N 2.34 0.11 -0.97
H 0.18 0.44 -7.40
H -0.25 0.19 -4.92
H 3.63 -1.70 -4.52
H 3.90 -1.67 -7.02
H 4.37 0.24 -3.63
H 5.28 1.62 -1.46
H 4.69 0.81 3.03
H 6.92 1.68 3.80
H 6.83 4.67 0.68
H 4.75 3.59 -0.27
H -1.10 0.31 5.18
H -1.90 1.29 7.38
H -3.67 4.57 5.27
H -2.78 3.65 3.06
H -3.34 -0.31 3.68
H -3.93 -2.39 1.94
H -2.32 -3.55 -3.16
H -0.26 -2.69 -4.56
H -4.44 -3.21 -2.07
H -5.82 -5.30 -1.73
H -3.37 -6.39 1.64
H -2.14 -4.16 1.45
H 0.33 3.48 3.87
H 2.84 3.48 2.97
C -4.18 0.26 -1.77
O -2.81 0.72 -1.70
C -2.40 1.16 -0.51
O -1.72 2.18 -0.50
H -4.18 -0.68 -2.33
H -4.68 1.05 -2.34
H -4.63 0.12 -0.80
*
```

Löwdin population analysis, charges in e, atoms 1 to 5: atom 1 (Yb): 1.42, atom 2 (Cl): 0.73, atom 3 (C): -0.74, atom 4 (C): -0.09, atom 5 (C): -0.02

=====

3.
C46H32Cl2CrN4O3SSi | the ωB97M-V functional and the def2-TZVPD basis

Results
ΔE to the lowest compared entry with this formula, charge and spin   49.6 kJ/mol
Frontier orbital gap (alpha / beta)   6.1 / 6.8 eV
E_HOMO (alpha / beta)   -4.13 / -4.85 eV
<S²>   3.803

The geometry in ORCA input format:
```
! wB97M-V def2-TZVPD RIJCOSX def2/J DEFGRID3
* xyz -1 4
Cr 1.23 -0.35 0.10
Cl 7.81 -0.58 -1.56
C 6.30 -0.14 -0.84
C 5.12 -0.67 -1.35
C 3.91 -0.36 -0.74
N 2.66 -0.83 -1.11
C 2.44 -1.51 -2.26
O 3.25 -1.76 -3.16
C 1.04 -1.96 -2.31
C 0.58 -2.75 -3.37
C -0.72 -3.19 -3.37
C -1.53 -2.85 -2.28
C -1.00 -2.08 -1.27
N 0.25 -1.61 -1.26
C 3.89 0.47 0.41
C 5.08 1.03 0.87
C 6.27 0.72 0.24
Cl 7.74 1.42 0.83
N 2.64 0.64 0.97
C 2.43 1.39 2.09
O 3.26 2.01 2.76
C 1.00 1.39 2.44
C 0.55 2.06 3.59
C -0.79 2.04 3.91
C -1.65 1.32 3.07
C -1.13 0.68 1.97
N 0.16 0.71 1.63
H 5.14 -1.33 -2.20
H 1.29 -2.98 -4.15
H -1.12 -3.78 -4.18
H -2.55 -3.18 -2.23
H -1.59 -1.84 -0.39
H 5.06 1.69 1.72
H 1.29 2.56 4.19
H -1.16 2.55 4.78
H -2.71 1.24 3.30
H -1.77 0.09 1.32
C -6.50 -5.20 5.06
C -5.05 -5.47 4.77
O -4.61 -6.05 3.82
S -3.98 -4.74 6.01
C -2.68 -4.13 4.95
C -1.92 -4.97 4.15
C -1.02 -4.41 3.26
C -0.86 -3.03 3.16
C -1.62 -2.21 4.01
C -2.53 -2.75 4.89
C -0.01 -2.40 2.21
C 0.64 -1.76 1.41
H -7.14 -5.89 4.53
H -6.70 -4.18 4.71
H -6.69 -5.23 6.13
H -2.04 -6.04 4.22
H -0.44 -5.06 2.62
H -1.50 -1.14 3.95
H -3.12 -2.12 5.53
C -3.99 3.18 -1.07
C -3.77 1.82 -0.93
C -2.48 1.32 -0.99
C -1.38 2.16 -1.16
C -1.63 3.53 -1.27
C -2.92 4.04 -1.22
Si 0.40 1.44 -1.37
C 1.39 3.08 -1.42
C 1.69 3.75 -2.61
C 2.31 4.99 -2.60
C 2.65 5.59 -1.40
C 2.37 4.94 -0.21
C 1.75 3.71 -0.23
C 0.32 0.91 -3.21
C 1.50 0.78 -3.94
C 1.49 0.38 -5.26
C 0.30 0.08 -5.89
C -0.89 0.21 -5.19
C -0.87 0.62 -3.87
H -5.00 3.57 -1.05
H -4.60 1.14 -0.80
H -2.33 0.26 -0.90
H -0.80 4.20 -1.39
H -3.08 5.10 -1.32
H 1.42 3.30 -3.55
H 2.52 5.49 -3.54
H 3.12 6.56 -1.39
H 2.63 5.40 0.73
H 1.52 3.23 0.71
H 2.45 1.00 -3.47
H 2.42 0.29 -5.80
H 0.29 -0.25 -6.92
H -1.84 0.00 -5.67
H -1.81 0.72 -3.34
*
```

Löwdin population analysis, charges in e, atoms 1 to 5: atom 1 (Cr): 0.55, atom 2 (Cl): 0.64, atom 3 (C): -0.69, atom 4 (C): -0.03, atom 5 (C): -0.18

=====

4.
C46H33F17NO24 | the ωB97M-V functional and the def2-TZVPD basis

Results
Frontier orbital gap   3.7 eV
E_HOMO   -4.61 eV

The geometry in ORCA input format:
```
! wB97M-V def2-TZVPD RIJCOSX def2/J DEFGRID3
* xyz -1 1
N 1.32 -2.13 -1.88
C 1.40 -2.40 -3.37
C 1.32 -3.99 -3.52
C 2.76 -4.56 -2.98
C 2.76 -6.16 -2.78
C 3.27 -6.77 -4.20
O 2.75 -6.41 -5.31
O 4.35 -7.69 -4.29
C 0.18 -1.58 -4.04
C -0.85 -2.44 -4.91
C -2.05 -3.11 -4.03
F -1.58 -3.03 -2.67
F -2.04 -4.50 -4.36
C -3.46 -2.39 -4.25
F -3.75 -2.09 -5.62
F -3.31 -1.09 -3.64
C -4.71 -3.06 -3.49
F -4.35 -3.39 -2.13
F -5.67 -2.00 -3.33
C -5.30 -4.39 -4.14
F -4.70 -4.76 -5.39
F -4.98 -5.48 -3.25
C -6.88 -4.43 -4.39
F -7.32 -3.34 -5.21
F -7.10 -5.58 -5.23
C -7.80 -4.46 -3.08
F -7.19 -3.98 -1.90
F -8.88 -3.54 -3.33
C -8.50 -5.85 -2.73
F -9.42 -6.30 -3.73
F -9.34 -5.58 -1.59
C -7.54 -7.04 -2.27
F -8.40 -8.04 -1.70
F -6.64 -6.70 -1.22
F -6.85 -7.69 -3.30
C 2.78 -1.74 -3.88
O 3.12 -1.90 -5.10
O 3.54 -1.02 -2.95
H 0.65 -2.76 -1.43
H 1.11 -1.14 -1.70
H 0.53 -4.50 -2.87
H 1.27 -4.35 -4.61
H 3.05 -4.03 -1.99
H 3.61 -4.33 -3.72
H 1.77 -6.60 -2.45
H 3.63 -6.38 -2.05
H 4.50 -7.90 -5.25
H -0.36 -0.92 -3.26
H 0.67 -0.82 -4.77
H -1.29 -1.71 -5.69
H -0.35 -3.26 -5.56
C 3.38 1.34 -0.02
C 4.06 2.31 0.58
C 3.74 3.75 0.33
O 4.37 4.62 0.92
C 2.67 4.06 -0.62
C 1.99 3.08 -1.23
C 2.29 1.65 -0.96
O 1.65 0.78 -1.51
O 1.00 3.35 -2.12
O 5.07 2.04 1.45
H 3.60 0.29 0.15
H 2.46 5.10 -0.80
H 0.67 2.48 -2.41
H 5.40 2.91 1.75
C 0.91 6.40 5.64
C 2.16 6.83 5.45
C 2.89 6.57 4.17
O 4.02 6.99 4.03
C 2.19 5.80 3.13
C 0.94 5.37 3.33
C 0.21 5.65 4.59
O -0.94 5.26 4.73
O 0.29 4.65 2.37
O 2.83 7.52 6.42
H 0.38 6.58 6.57
H 2.73 5.60 2.22
H -0.60 4.46 2.75
H 3.71 7.71 6.03
C 7.48 2.65 -1.08
C 8.73 3.07 -1.31
C 9.42 2.79 -2.60
O 10.56 3.20 -2.78
C 8.70 2.01 -3.61
C 7.45 1.59 -3.38
C 6.75 1.89 -2.10
O 5.61 1.51 -1.94
O 6.77 0.86 -4.31
O 9.43 3.77 -0.37
H 6.97 2.85 -0.15
H 9.22 1.80 -4.54
H 5.89 0.68 -3.91
H 10.30 3.96 -0.78
C 0.42 9.82 8.50
C 0.18 11.11 8.74
C -1.10 11.75 8.32
O -1.30 12.92 8.58
C -2.09 10.92 7.61
C -1.84 9.63 7.37
C -0.57 8.99 7.81
O -0.38 7.80 7.58
O -2.74 8.85 6.71
O 1.09 11.90 9.37
H 1.35 9.35 8.79
H -3.00 11.40 7.30
H -2.33 7.97 6.66
H 0.68 12.78 9.43
C -5.95 -6.42 3.77
C -4.91 -6.83 4.50
C -3.56 -6.98 3.90
O -2.62 -7.34 4.60
C -3.40 -6.68 2.47
C -4.44 -6.27 1.74
C -5.79 -6.10 2.35
O -6.72 -5.71 1.66
O -4.31 -5.99 0.42
O -5.05 -7.14 5.82
H -6.94 -6.31 4.19
H -2.41 -6.80 2.05
H -5.20 -5.72 0.12
H -4.16 -7.41 6.11
*
```

Löwdin population analysis, charges in e, atoms 1 to 5: atom 1 (N): 0.03, atom 2 (C): -0.38, atom 3 (C): -0.12, atom 4 (C): -0.18, atom 5 (C): -0.09